No. 1
Density functional theory data (wB97M-V/def2-TZVPD) for 8 unconnected molecules or ions with the total composition C28H42ClO18 at a distorted geometry.

Positions of all 89 atoms, in Å:
1 Cl -0.038 -0.392 -1.039
2 O 0.664 -1.397 -1.819
3 O 0.160 0.900 -1.647
4 O -1.455 -0.689 -1.070
5 O 0.481 -0.404 0.307
6 O 1.823 -3.227 3.930
7 C 2.363 -2.819 2.944
8 O 2.490 -1.510 2.653
9 C 3.276 -1.290 1.470
10 C 3.917 -2.660 1.121
11 C 2.906 -3.622 1.793
12 H 4.010 -0.526 1.707
13 H 2.586 -0.974 0.686
14 H 4.836 -2.711 1.707
15 H 4.044 -2.758 0.052
16 H 3.427 -4.530 2.087
17 H 2.164 -3.887 1.038
18 O 1.571 4.664 -1.123
19 C 0.461 4.305 -1.358
20 O -0.087 4.409 -2.606
21 C -1.349 3.759 -2.635
22 C -1.884 3.864 -1.202
23 C -0.600 3.852 -0.367
24 H -1.266 2.720 -2.959
25 H -1.988 4.294 -3.338
26 H -2.534 3.039 -0.909
27 H -2.461 4.785 -1.099
28 H -0.430 2.864 0.049
29 H -0.562 4.583 0.438
30 O -4.718 -1.025 -3.638
31 C -3.589 -0.899 -4.003
32 O -2.775 -1.957 -4.209
33 C -1.488 -1.510 -4.689
34 C -1.720 -0.084 -5.196
35 C -2.834 0.394 -4.239
36 H -1.043 -2.074 -5.503
37 H -0.875 -1.436 -3.795
38 H -2.199 0.002 -6.173
39 H -0.821 0.527 -5.164
40 H -3.543 1.060 -4.731
41 H -2.541 0.821 -3.279
42 O -1.301 2.845 2.542
43 C -2.166 2.064 2.269
44 O -2.212 1.421 1.090
45 C -3.382 0.596 0.968
46 C -4.346 1.087 2.059
47 C -3.359 1.609 3.086
48 H -3.127 -0.446 1.154
49 H -3.742 0.697 -0.050
50 H -4.954 0.287 2.475
51 H -5.007 1.870 1.683
52 H -2.886 0.731 3.568
53 H -3.655 2.260 3.900
54 O 3.042 4.725 1.354
55 C 2.588 3.879 2.066
56 O 2.123 2.705 1.601
57 C 1.656 1.841 2.668
58 C 1.698 2.663 3.937
59 C 2.477 3.940 3.584
60 H 2.398 1.036 2.611
61 H 0.713 1.341 2.473
62 H 2.151 2.136 4.781
63 H 0.720 2.929 4.338
64 H 3.451 4.003 4.060
65 H 1.877 4.825 3.783
66 O -3.762 -4.391 3.615
67 C -2.796 -3.839 3.167
68 O -2.404 -3.982 1.886
69 C -1.307 -3.066 1.562
70 C -1.314 -2.099 2.740
71 C -1.765 -3.007 3.890
72 H -1.573 -2.644 0.598
73 H -0.383 -3.645 1.523
74 H -2.161 -1.420 2.588
75 H -0.413 -1.507 2.872
76 H -2.128 -2.457 4.754
77 H -0.923 -3.620 4.224
78 O 3.505 -0.879 -5.660
79 C 3.405 -1.309 -4.546
80 O 3.982 -0.712 -3.486
81 C 3.474 -1.253 -2.266
82 C 3.014 -2.669 -2.631
83 C 2.714 -2.594 -4.104
84 H 2.595 -0.734 -1.880
85 H 4.263 -1.247 -1.521
86 H 2.178 -3.058 -2.046
87 H 3.804 -3.392 -2.396
88 H 1.673 -2.578 -4.417
89 H 3.188 -3.406 -4.658

HOMO energy: -7.1 eV
lowest unoccupied orbital energy: 2.32 eV
orbital gap: 9.46 eV
net charge: -1
calculated total energy: -79091.53375 eV
energy above the lowest of the compared OMol25 structures with the same formula, charge and spin: 21.5 kcal/mol



No. 2
Density functional theory data (wB97M-V/def2-TZVPD) for C18H17N5O3S in the gas phase at a distorted geometry.

Positions of all 44 atoms, in Å:
1 C 7.535 1.719 0.447
2 H 8.380 1.978 1.081
3 O 6.398 2.234 1.101
4 C 5.180 2.044 0.542
5 C 4.945 1.386 -0.662
6 C 3.655 1.251 -1.142
7 C 2.585 1.763 -0.425
8 C 2.812 2.424 0.780
9 C 4.095 2.563 1.255
10 H 4.289 3.068 2.187
11 H 1.980 2.814 1.347
12 N 1.269 1.639 -0.905
13 C 0.649 0.568 -1.489
14 N -0.597 0.867 -1.766
15 N -0.818 2.133 -1.373
16 C 0.281 2.587 -0.862
17 H 0.421 3.574 -0.476
18 S 1.409 -0.967 -1.771
19 C 0.044 -1.870 -2.580
20 H 0.533 -2.691 -3.103
21 H -0.426 -1.185 -3.284
22 C -0.958 -2.448 -1.579
23 O -0.922 -3.614 -1.257
24 N -1.843 -1.519 -1.150
25 C -2.876 -1.660 -0.225
26 C -3.586 -0.506 0.112
27 C -4.633 -0.566 1.007
28 C -4.989 -1.779 1.592
29 C -4.260 -2.921 1.271
30 C -3.219 -2.874 0.366
31 H -2.665 -3.764 0.118
32 H -4.529 -3.852 1.746
33 C -6.100 -1.909 2.574
34 O -6.120 -2.759 3.441
35 N -7.103 -1.001 2.443
36 H -7.171 -0.394 1.647
37 H -7.899 -1.087 3.052
38 H -5.149 0.346 1.272
39 H -3.303 0.438 -0.333
40 H -1.687 -0.559 -1.480
41 H 3.486 0.749 -2.081
42 H 5.757 0.976 -1.240
43 H 7.670 2.173 -0.540
44 H 7.479 0.631 0.344

HOMO energy: -8.4 eV
lowest unoccupied orbital energy: 0.42 eV
orbital gap: 8.79 eV
SMILES: COc1ccc(-n2cnnc2SCC(=O)Nc2ccc(C(N)=O)cc2)cc1
net charge: 0
calculated total energy: -43370.89491 eV
energy above the lowest of the compared OMol25 structures with the same formula, charge and spin: 0.1 kcal/mol



No. 3
Density functional theory data (wB97M-V/def2-TZVPD) for C2H6O2 in the gas phase at a distorted geometry.

Positions of all 10 atoms, in Å:
1 C 0.655 0.279 -0.406
2 C -0.664 0.058 0.474
3 H 1.094 1.336 -0.169
4 H 0.501 -0.013 -1.356
5 H -0.455 -0.308 1.247
6 H -0.924 1.166 0.545
7 H -1.976 -0.315 -0.887
8 H 1.837 -0.728 0.718
9 O -1.604 -0.700 -0.175
10 O 1.535 -0.775 0.009

HOMO energy: -9.5 eV
lowest unoccupied orbital energy: 0.93 eV
orbital gap: 10.42 eV
SMILES: OCCO
net charge: 0
calculated total energy: -6262.02505 eV
energy above the lowest of the compared OMol25 structures with the same formula, charge and spin: 97.5 kcal/mol



No. 4
Density functional theory data (wB97M-V/def2-TZVPD) for C17H14N2O3S in the gas phase at a distorted geometry.

Positions of all 37 atoms, in Å:
1 C 5.178 2.616 0.225
2 N 4.961 1.200 0.102
3 C 3.763 0.598 0.141
4 C 2.574 1.340 0.319
5 C 1.342 0.746 0.336
6 C 1.198 -0.646 0.184
7 C 2.350 -1.399 0.061
8 C 3.616 -0.811 0.019
9 N 4.720 -1.685 -0.138
10 O 4.508 -2.878 -0.233
11 O 5.856 -1.212 -0.176
12 H 2.292 -2.473 -0.032
13 C -0.096 -1.303 0.214
14 C -1.250 -0.872 -0.322
15 C -2.486 -1.640 -0.036
16 O -2.458 -2.821 0.257
17 C -3.757 -0.876 -0.034
18 C -4.937 -1.612 0.109
19 C -6.161 -0.994 0.246
20 C -6.228 0.394 0.265
21 C -5.079 1.143 0.116
22 C -3.846 0.522 -0.052
23 S -2.446 1.561 -0.290
24 C -1.425 0.330 -1.178
25 H -0.484 0.807 -1.442
26 H -1.976 0.076 -2.087
27 H -5.121 2.222 0.117
28 H -7.179 0.890 0.387
29 H -7.058 -1.583 0.349
30 H -4.850 -2.688 0.120
31 H -0.131 -2.262 0.718
32 H 0.469 1.355 0.519
33 H 2.645 2.407 0.455
34 H 5.762 0.585 -0.009
35 H 4.658 3.166 -0.564
36 H 4.835 2.988 1.195
37 H 6.243 2.809 0.138

HOMO energy: -8.2 eV
lowest unoccupied orbital energy: -0.56 eV
orbital gap: 7.63 eV
SMILES: CNc1ccc(/C=C2\CSc3ccccc3C2=O)cc1[N+](=O)[O-]
net charge: 0
calculated total energy: -37811.49918 eV
energy above the lowest of the compared OMol25 structures with the same formula, charge and spin: 102.6 kcal/mol



No. 5
Density functional theory data (wB97M-V/def2-TZVPD) for a molecular structure, C24H21BClCsN10O6 at a distorted geometry.

Positions of all 64 atoms, in Å:
1 Cs 0.796 0.519 1.270
2 C -0.908 -3.194 -2.226
3 C 0.489 -3.309 -2.097
4 N 1.091 -2.147 -2.271
5 N 0.100 -1.247 -2.491
6 C -1.110 -1.859 -2.479
7 B 0.470 0.128 -3.066
8 N 1.946 0.438 -2.794
9 C 2.971 0.311 -3.660
10 C 4.145 0.480 -2.963
11 C 3.722 0.694 -1.643
12 N 2.402 0.664 -1.543
13 N -0.410 1.274 -2.497
14 C -0.266 2.576 -2.767
15 C -1.331 3.253 -2.213
16 C -2.155 2.215 -1.720
17 N -1.585 1.036 -1.851
18 N 0.263 0.069 -4.600
19 C 0.186 -1.041 -5.365
20 C 0.186 -0.646 -6.684
21 C 0.276 0.755 -6.617
22 N 0.329 1.179 -5.364
23 H -1.657 -3.959 -2.115
24 H 1.079 -4.185 -1.875
25 H -2.011 -1.293 -2.631
26 H 2.791 0.110 -4.703
27 H 5.150 0.448 -3.347
28 H 4.324 0.870 -0.763
29 H 0.587 2.933 -3.318
30 H -1.655 4.227 -2.536
31 H -3.104 2.306 -1.213
32 H 0.142 -2.020 -4.916
33 H 0.124 -1.273 -7.558
34 H 0.301 1.471 -7.424
35 O 5.064 -1.828 4.440
36 C 3.935 -1.870 4.023
37 C 2.868 -0.804 4.182
38 O 3.030 0.337 4.542
39 C 1.556 -1.418 3.711
40 C 1.899 -2.617 3.069
41 O 1.088 -3.451 2.350
42 C 3.271 -3.008 3.242
43 O 3.832 -4.016 2.867
44 O 0.455 -0.847 3.818
45 C -3.603 2.274 6.255
46 C -3.139 1.860 4.888
47 C -2.576 2.766 4.001
48 C -2.143 2.322 2.761
49 N -2.225 1.057 2.355
50 C -2.765 0.189 3.210
51 C -3.234 0.540 4.464
52 H -3.533 3.353 6.386
53 H -2.992 1.798 7.024
54 H -4.638 1.973 6.424
55 H -2.460 3.809 4.270
56 H -1.698 3.020 2.065
57 H -2.809 -0.840 2.872
58 H -3.655 -0.219 5.112
59 Cl -1.038 -2.330 1.186
60 C -0.284 -3.344 2.488
61 H -0.702 -4.335 2.346
62 H -0.576 -2.885 3.426
63 O 0.199 3.110 0.268
64 N -0.800 3.621 -0.005

HOMO energy (spin up / spin down): -5.7 / -5.7 eV
lowest unoccupied orbital energy (spin up / spin down): 1.90 / 1.91 eV
2S+1: 2
orbital gap (spin up / spin down): 7.63 / 7.64 eV
net charge: -1
calculated total energy: -66163.23560 eV
energy above the lowest of the compared OMol25 structures with the same formula, charge and spin: 29.0 kcal/mol